9
Properties=species:S:1:pos:R:3 method="wB97M-V/def2-TZVPD" fmax_ev_per_a=2.80 charge=0 homo_energy_ev=-9.7 gap_ha=0.358 smiles=C#CC#CBr.C#N
C -1.8464 -2.2209 -0.0321
C -0.7031 -1.8592 0.0225
C 0.5436 -1.3660 -0.0447
C 1.5515 -0.7072 -0.2437
Br 3.2703 -0.2623 -0.2727
H -2.7993 -2.3001 0.2881
C -0.0569 2.9202 0.0949
N 0.3310 3.9861 -0.1615
H -0.2907 1.8095 0.3492

70
Properties=species:S:1:pos:R:3 method="wB97M-V/def2-TZVPD" fmax_ev_per_a=1.61 charge=0 homo_energy_ev=-10.1 gap_ha=0.382
Mg 0.9559 -2.5758 -0.0448
Mg 0.1569 -0.1971 -2.5497
C 2.5982 -3.4315 -3.9376
C 1.9619 -2.5878 -2.8904
O 1.9098 -3.0254 -1.7230
O 1.5069 -1.4435 -3.2342
H 3.0800 -4.2937 -3.4919
H 3.2987 -2.8364 -4.5248
H 1.8461 -3.7353 -4.6691
C -3.2307 -2.5353 -1.3395
C -1.7808 -2.1790 -1.3557
O -1.3958 -1.2939 -2.1802
O -1.0215 -2.7907 -0.5633
H -3.3941 -3.6091 -1.2681
H -3.7865 -2.1860 -2.2104
H -3.7267 -2.0659 -0.4837
C 0.7092 1.2322 1.0254
C 0.6179 0.6721 -0.3616
O 0.2345 1.3765 -1.3446
O 0.8540 -0.5446 -0.5487
H 0.4817 2.2920 1.0644
H 1.7173 1.0819 1.4132
H 0.0091 0.6969 1.6635
C 2.6245 -3.9401 3.0866
C 2.0119 -3.4123 1.8402
O 2.0926 -2.1626 1.5774
O 1.4861 -4.1756 0.9732
H 2.3091 -4.9392 3.3742
H 2.3284 -3.2921 3.9176
H 3.7067 -3.9142 2.9692
Cl 5.2731 -1.6721 1.5760
C 4.6898 -0.0484 1.9384
C 3.8022 -0.0877 3.1696
Cl 3.7402 1.5246 3.9330
H 4.1106 0.3215 1.0945
H 5.5504 0.5980 2.0717
H 4.1505 -0.8215 3.8904
H 2.7940 -0.3721 2.8878
Cl -3.5650 1.0964 -5.2067
C -2.8337 1.6080 -3.6599
C -1.5310 2.3291 -3.8765
Cl -0.2295 1.2226 -4.4076
H -2.6993 0.7048 -3.0681
H -3.5146 2.2814 -3.1434
H -1.2124 2.7916 -2.9430
H -1.6195 3.1010 -4.6340
Cl -0.2364 5.6854 -3.0964
C 1.3854 4.9205 -2.8830
C 1.7854 4.9098 -1.4487
Cl 3.3899 4.1201 -1.3238
H 2.0472 5.5674 -3.4515
H 1.3748 3.9376 -3.3440
H 1.0895 4.3329 -0.8528
H 1.9268 5.9343 -1.1229
Cl -2.0447 -0.5813 2.6645
C -1.6255 -1.3177 4.2402
C -2.8582 -1.7678 4.9754
Cl -3.7591 -0.4063 5.6832
H -1.0630 -0.5785 4.7985
H -1.0142 -2.1855 4.0048
H -2.5546 -2.4681 5.7552
H -3.5558 -2.2948 4.3317
Cl -5.3256 1.5364 -0.5051
C -4.6781 2.1302 1.0239
C -3.1683 2.1853 1.0447
Cl -2.5118 3.3157 -0.1960
H -4.9908 1.4453 1.8155
H -5.1255 3.0890 1.2744
H -2.7403 1.2225 0.7859
H -2.8143 2.5057 2.0205